Run one
{"formula": "C4H7BrO3", "method": "ωB97M-V/def2-TZVPD", "smiles": "C[C@H](Br)COC(=O)O", "orbital_gap_ev": 11.0856, "total_charge": 0, "multiplicity": 1, "mol_weight_g_mol": 183.0, "homo_energy_ev": -10.618, "species": ["Br", "O", "O", "O", "C", "C", "C", "C", "H", "H", "H", "H", "H", "H", "H"], "coordinates": [[1.88034, 0.63592, -2.07602], [-2.04937, -1.31080, 0.11036], [-3.17993, 0.57492, -0.22938], [-1.14036, 0.66344, 0.73035], [0.79708, -0.04565, -0.60547], [-2.21764, 0.02589, 0.17772], [-0.12034, 1.09572, -0.18610], [1.66525, -0.56509, 0.54264], [-1.37049, -1.57627, 0.74421], [-0.57448, 1.59549, -1.04479], [2.69035, -0.20656, 0.45221], [1.68264, -1.65613, 0.56351], [0.45740, 1.83591, 0.37147], [0.21516, -0.85413, -1.04865], [1.26440, -0.21267, 1.49794]]}

=====

Run two
{"formula": "C4H7BrO3", "method": "ωB97M-V/def2-TZVPD", "orbital_gap_ev": [7.4039, 7.3699], "total_charge": 0, "multiplicity": 1, "mol_weight_g_mol": 183.0, "homo_energy_ev": [-7.271, -7.244], "species": ["Br", "O", "O", "O", "C", "C", "C", "C", "H", "H", "H", "H", "H", "H", "H"], "coordinates": [[-1.55857, -1.79968, 0.07591], [1.02215, -0.93676, 0.42562], [-0.47672, 0.82589, 0.50037], [0.50293, 1.55774, -2.78308], [-0.69482, 1.47958, -2.84316], [-0.25330, 1.00023, 1.92954], [1.46580, -2.15265, 0.43894], [-0.10189, -0.40112, 0.17319], [-0.41230, 0.02067, 2.38363], [0.76654, -3.02232, 0.49785], [0.71104, 1.37206, 2.17607], [-1.33981, 1.98408, -3.59267], [-0.97620, 1.66329, 2.25039], [-1.21121, 0.65025, -2.25695], [2.55633, -2.24125, 0.62435]]}

=====

Which structure is the most stable? The one labeled run one.

=====

Run one
{"formula": "C3H9O2", "method": "ωB97M-V/def2-TZVPD", "orbital_gap_ev": 6.0948, "total_charge": -1, "multiplicity": 1, "mol_weight_g_mol": 77.1, "homo_energy_ev": -2.152, "species": ["O", "O", "C", "C", "C", "H", "H", "H", "H", "H", "H", "H", "H", "H"], "coordinates": [[-0.94676, -1.92320, 0.13515], [0.79515, 1.76719, 2.30028], [-0.03101, 1.80691, 1.02076], [0.58852, 1.02313, -0.05377], [-0.65241, -2.44583, -1.11888], [-0.81977, -3.51863, -1.08750], [0.66006, -0.03251, 0.04293], [1.54459, 1.36533, -0.31266], [-1.12892, 1.53765, 1.05492], [0.05773, 2.84854, 0.69546], [0.07511, 1.13795, -1.01983], [-1.42193, -2.13470, -2.03370], [0.27245, -2.25055, -1.65467], [1.00720, 0.81872, 2.03150]]}

=====

Run two
{"formula": "C3H9O2", "method": "ωB97M-V/def2-TZVPD", "orbital_gap_ev": 7.5259, "total_charge": -1, "multiplicity": 1, "mol_weight_g_mol": 77.1, "homo_energy_ev": -3.078, "species": ["O", "O", "C", "C", "C", "H", "H", "H", "H", "H", "H", "H", "H", "H"], "coordinates": [[1.58775, -1.16279, -1.04332], [-0.51607, 0.13786, -0.41433], [-1.08852, 0.94343, 0.48750], [0.96027, -2.47716, -0.84102], [-0.19314, 2.22498, 0.77456], [-1.44087, 0.53787, 1.61141], [-2.17463, 1.21898, 0.06603], [-1.04688, 3.10695, 0.92858], [1.65633, -3.27675, -0.55129], [0.26405, 2.02756, 1.76821], [0.48417, -2.83849, -1.85236], [0.86594, -0.42672, -0.85953], [0.20372, -2.37994, -0.01747], [0.43788, 2.36422, -0.05697]]}

=====

Which structure is the most stable? The one labeled run two.

=====

Run one
{"formula": "C2H4INO2", "method": "ωB97M-V/def2-TZVPD", "orbital_gap_ev": [8.4931, 8.4937], "total_charge": 0, "multiplicity": 1, "mol_weight_g_mol": 201.0, "homo_energy_ev": [-8.521, -8.522], "species": ["I", "O", "O", "N", "C", "C", "H", "H", "H", "H"], "coordinates": [[2.16631, -0.15983, 2.13779], [-0.56988, 0.15107, 0.32082], [0.57628, -0.90191, -1.39930], [1.41386, -1.77446, 1.04369], [0.21056, -0.63163, -0.30256], [-1.33226, 1.10010, -0.44566], [-2.28992, 1.21353, 0.02476], [2.11516, -1.91873, 0.25021], [-1.00063, 2.18464, -0.16932], [-1.28948, 0.73722, -1.46043]]}

=====

Run two
{"formula": "C2H4INO2", "method": "ωB97M-V/def2-TZVPD", "smiles": "COC(=O)NI", "orbital_gap_ev": 9.0313, "total_charge": 0, "multiplicity": 1, "mol_weight_g_mol": 201.0, "homo_energy_ev": -8.890, "species": ["I", "O", "O", "N", "C", "C", "H", "H", "H", "H"], "coordinates": [[-3.57185, -0.03151, -0.22445], [-0.84876, 1.26447, -0.24001], [0.60020, -0.48960, -0.26792], [-1.78906, -0.80397, -0.11645], [-0.62283, 0.11381, -0.27591], [1.70872, 0.30369, 0.25218], [2.42136, 0.67224, -0.49652], [-1.69405, -1.77672, -0.17384], [1.47104, 1.10078, 0.77449], [2.32522, -0.35319, 0.76841]]}

=====

Which structure is the most stable? The one labeled run two.

=====

Run one
{"formula": "C3H14O5", "method": "ωB97M-V/def2-TZVPD", "smiles": "C=CCO.O.O.O.O", "orbital_gap_ev": 10.0798, "total_charge": 0, "multiplicity": 1, "mol_weight_g_mol": 130.1, "homo_energy_ev": -9.686, "species": ["O", "O", "O", "O", "O", "C", "C", "C", "H", "H", "H", "H", "H", "H", "H", "H", "H", "H", "H", "H", "H", "H"], "coordinates": [[2.06968, -1.21810, 3.42021], [-0.22111, 1.06097, 2.04097], [2.27685, 1.20424, -3.31473], [-4.63666, -0.81026, 0.94541], [-0.21200, -1.95112, 2.53258], [0.24765, 0.19518, -1.64243], [0.04862, 1.22210, -2.44842], [0.87803, 1.34851, -3.71475], [2.65680, 0.47035, -3.79558], [0.58447, -1.68955, 2.07584], [-0.51036, 0.41049, 2.70400], [0.81867, 2.39975, -4.00975], [-0.77556, 1.92978, -2.33449], [0.61155, 0.62443, -4.49102], [-0.11548, -2.88771, 2.75729], [1.15903, -0.34606, -1.80964], [2.74286, -1.35157, 4.10631], [-4.13808, -1.30029, 1.58136], [1.27369, -1.10206, 3.95955], [-0.15929, -0.03291, -0.65911], [-0.83769, 0.83327, 1.34148], [-4.48318, -0.65675, 0.00390]]}

=====

Run two
{"formula": "C3H14O5", "method": "ωB97M-V/def2-TZVPD", "orbital_gap_ev": 3.1781, "total_charge": 0, "multiplicity": 1, "mol_weight_g_mol": 130.1, "homo_energy_ev": -8.142, "species": ["O", "O", "O", "O", "O", "C", "C", "C", "H", "H", "H", "H", "H", "H", "H", "H", "H", "H", "H", "H", "H", "H"], "coordinates": [[-1.58051, -1.70829, 1.01835], [0.34424, 1.23282, 2.93441], [-2.52086, 0.31664, 2.49543], [0.79294, 0.15467, 0.70146], [-1.48976, -0.72237, -1.44931], [1.12723, 1.56114, -2.24824], [1.42799, 0.26000, -1.97646], [2.56610, -0.36806, -1.31335], [0.24838, 1.86979, -2.78713], [1.59098, 0.04921, 0.09832], [-2.09380, -2.58204, 1.20601], [0.01083, -0.41205, 0.31288], [-1.62753, -1.04379, -0.49025], [-2.87508, -0.08027, 3.33047], [0.72191, 0.87268, 2.05907], [2.65851, -1.42664, -1.60141], [3.40184, 0.05908, -0.86919], [-2.21801, -0.47239, 1.88096], [-0.62860, 1.22898, 2.84691], [-2.38845, -0.62134, -1.80461], [1.88132, 2.29180, -2.01247], [0.65034, -0.45957, -2.33185]]}

=====

Which structure is the most stable? The one labeled run one.

=====

Run one
{"formula": "C9H15NO3", "method": "ωB97M-V/def2-TZVPD", "smiles": "O=CC1CCCCC1.CC(=O)N=O", "orbital_gap_ev": [8.5813, 8.5822], "total_charge": 0, "multiplicity": 1, "mol_weight_g_mol": 185.2, "homo_energy_ev": [-8.411, -8.411], "species": ["O", "O", "O", "N", "C", "C", "C", "C", "C", "C", "C", "C", "C", "H", "H", "H", "H", "H", "H", "H", "H", "H", "H", "H", "H", "H", "H", "H"], "coordinates": [[2.15191, -1.33538, 0.92912], [2.97571, 1.43522, -0.91310], [1.76530, 1.29560, 1.46054], [2.98651, 0.66820, 0.03238], [0.56589, 1.21299, 1.54938], [-0.84372, -0.82108, 0.87422], [-1.51882, 1.57808, 0.12755], [-1.80337, -1.30302, -0.17745], [2.86633, -0.65867, 0.20656], [3.97984, -1.05359, -0.80313], [-2.99233, -0.35268, -0.51530], [-2.44108, 1.05833, -0.96439], [-0.31748, 0.63952, 0.52000], [-3.39089, 1.54645, -1.17509], [-1.44983, -0.92908, 1.74780], [-1.13412, -1.60940, -0.95666], [-3.56124, -0.62353, -1.36840], [-1.92980, 1.76105, 1.11096], [-2.02536, 0.90256, -1.87350], [-3.47069, -0.34147, 0.46339], [4.09921, -2.20950, -0.59642], [-0.02494, -1.39336, 0.89380], [-2.17165, -2.20603, 0.08353], [-1.11394, 2.44745, -0.19099], [-0.05375, 1.53331, 2.36514], [4.84377, -0.58177, -0.53226], [0.34149, 0.31738, -0.43252], [3.66704, -0.97761, -1.86515]]}

=====

Run two
{"formula": "C9H15NO3", "method": "ωB97M-V/def2-TZVPD", "orbital_gap_ev": 9.4242, "total_charge": 0, "multiplicity": 1, "mol_weight_g_mol": 185.2, "homo_energy_ev": -8.658, "species": ["O", "O", "O", "N", "C", "C", "C", "C", "C", "C", "C", "C", "C", "H", "H", "H", "H", "H", "H", "H", "H", "H", "H", "H", "H", "H", "H", "H"], "coordinates": [[3.42924, 0.58216, -1.43879], [0.02408, -0.12357, -0.29789], [3.59397, 1.15290, 0.77057], [1.25987, -0.54729, 0.19954], [-0.37528, -3.65043, -0.72746], [-1.25010, 1.26365, -1.73958], [1.05917, -0.99496, 1.56342], [-2.05621, 1.91857, -0.62477], [0.15419, 0.88911, -1.27852], [0.82569, 0.20405, 2.47872], [0.61267, -2.96746, -0.76037], [3.47717, 0.84465, -0.32533], [1.73141, -2.11101, -0.77212], [1.67723, 0.87793, 2.43430], [0.75057, 0.51905, -2.12166], [-3.06721, 2.13605, -0.96355], [-0.06749, 0.74363, 2.17351], [0.66575, 1.76153, -0.84920], [2.59081, -2.44980, -0.21229], [0.20961, -1.68835, 1.62762], [-1.16490, 1.94135, -2.59144], [-1.75493, 0.35436, -2.07030], [-2.11422, 1.24900, 0.22946], [1.97264, -1.67916, -1.73384], [-1.22442, -4.26485, -0.69297], [0.69780, -0.13934, 3.50195], [1.97037, -1.51263, 1.86771], [-1.58848, 2.84845, -0.30739]]}

=====

Which structure is the most stable? The one labeled run two.

=====

Run one
{"formula": "C4H12NP", "method": "ωB97M-V/def2-TZVPD", "orbital_gap_ev": [8.8375, 7.9877], "total_charge": 0, "multiplicity": 1, "mol_weight_g_mol": 105.1, "homo_energy_ev": [-9.661, -8.358], "species": ["P", "N", "C", "C", "C", "C", "H", "H", "H", "H", "H", "H", "H", "H", "H", "H", "H", "H"], "coordinates": [[1.12698, 2.23034, 2.73004], [-0.66562, 0.54348, 0.73415], [-0.39226, -1.85562, 0.03736], [-1.37367, -0.08171, -1.43678], [1.15791, 0.11142, -0.66776], [-0.37680, -0.32309, -0.33690], [-0.82921, -1.99984, 0.99487], [-1.57287, 1.06605, -1.61910], [-1.18384, 0.22443, 1.59305], [1.20447, 1.15685, -0.27381], [-2.24194, -0.62531, -1.02476], [1.04807, 3.42229, 2.00193], [1.85939, -0.26171, 0.04882], [-0.80416, -2.48047, -0.62052], [-1.00550, -0.41798, -2.43086], [1.47193, -0.30252, -1.59589], [1.90208, 1.70577, 1.65383], [0.67504, -2.11238, 0.21232]]}

=====

Run two
{"formula": "C4H12NP", "method": "ωB97M-V/def2-TZVPD", "smiles": "C[PH2]=NC(C)C", "orbital_gap_ev": 9.1294, "total_charge": 0, "multiplicity": 1, "mol_weight_g_mol": 105.1, "homo_energy_ev": -8.103, "species": ["P", "N", "C", "C", "C", "C", "H", "H", "H", "H", "H", "H", "H", "H", "H", "H", "H", "H"], "coordinates": [[1.35437, -0.65342, 0.36521], [0.35804, 0.31676, -0.45999], [-1.06632, -0.10302, -0.43822], [-1.95043, 0.94762, -1.11082], [3.01878, 0.04072, 0.03460], [-1.48081, -0.23193, 1.01667], [-1.11582, -1.06563, -1.03769], [2.91871, 1.12494, 0.02172], [-1.09194, -1.21758, 1.35187], [-3.16027, 0.92344, -1.06364], [1.05590, -0.63496, 1.78991], [1.49149, -2.06144, 0.20846], [3.15048, -0.31321, -0.95621], [-2.57831, -0.39871, 0.89605], [3.84311, -0.33561, 0.67115], [-1.16376, 0.57946, 1.55390], [-1.76634, 1.05923, -2.23153], [-1.81688, 2.02337, -0.61144]]}

=====

Which structure is the most stable? The one labeled run two.